--- i ---
17
Properties=species:S:1:pos:R:3 method="wB97M-V/def2-TZVPD" homo_ha=-0.3291 homo_lumo_gap_ha=0.3661 lumo_ha=0.03702 smiles=C1O[C@@H]2CN[C@H]3[C@@H]1[C@H]32
C -0.186 -0.627 -1.873
O -0.778 0.726 -1.563
C -0.658 0.478 -0.090
C -0.843 0.920 1.449
N -0.252 -0.291 1.906
C 0.874 -0.604 0.882
C 1.028 -0.535 -0.894
C 0.875 0.591 0.048
H 0.112 -0.799 -2.925
H -0.972 -1.337 -1.866
H -1.024 -0.631 0.063
H -0.262 1.827 1.542
H -1.919 1.386 1.898
H -1.000 -1.201 1.815
H 1.707 -0.675 1.729
H 1.933 -0.732 -1.788
H 1.367 1.505 -0.333



--- ii ---
17
Properties=species:S:1:pos:R:3 method="wB97M-V/def2-TZVPD" homo_ha=-0.3380 homo_lumo_gap_ha=0.3676 lumo_ha=0.02963
C -1.997 -0.110 -0.118
C -1.611 1.240 0.053
C -0.170 1.007 -0.450
C 1.259 0.783 0.408
C 1.525 -0.918 0.083
C 0.138 -1.559 -0.274
H -1.921 1.924 -0.686
H -1.430 1.486 1.021
H 0.361 1.421 -1.448
H 2.278 1.307 -0.009
H 1.174 0.793 1.683
H 2.080 -0.694 -0.676
H 2.115 -1.113 0.978
H -0.240 -1.872 0.688
H -0.026 -2.341 -1.004
N -0.771 -0.389 -0.665
O -2.764 -0.963 0.415



--- iii ---
17
Properties=species:S:1:pos:R:3 method="wB97M-V/def2-TZVPD" homo_ha=-0.3164 homo_lumo_gap_ha=0.3333 lumo_ha=0.01690 smiles="N[C@H]1C=CC(CO)=C1"
N -2.608 -0.508 0.411
C -1.407 -0.220 -0.463
C -0.992 1.172 -0.289
C 0.265 1.274 0.138
C 0.800 -0.165 0.160
C 2.136 -0.377 0.614
O 3.055 -0.149 -0.613
C -0.186 -1.088 -0.269
H -3.323 0.308 0.346
H -2.931 -1.381 0.016
H -1.698 -0.429 -1.568
H -1.707 1.986 -0.449
H 0.787 2.226 0.532
H 2.320 -1.476 0.995
H 2.423 0.175 1.501
H 3.120 0.794 -0.406
H -0.055 -2.142 -0.658



In terms of stability, iii leads; the second structure lies 152.8 kJ/mol higher.



--- i ---
17
Properties=species:S:1:pos:R:3 method="wB97M-V/def2-TZVPD" homo_ha=-0.3163 homo_lumo_gap_ha=0.3415 lumo_ha=0.02523
C 1.011 0.769 -1.337
C 0.561 -0.117 -0.422
C 1.107 -1.517 -0.328
C -0.839 0.056 0.069
N -1.821 -0.654 -0.540
C -1.053 0.855 1.158
C 0.080 1.375 1.853
O 0.142 2.242 2.686
H 1.861 0.549 -1.963
H 0.599 1.762 -1.408
H 2.063 -1.596 -0.844
H 1.249 -1.779 0.721
H 0.427 -2.249 -0.764
H -2.777 -0.468 -0.289
H -1.639 -1.026 -1.458
H -2.000 0.850 1.682
H 1.028 0.950 1.185



--- ii ---
17
Properties=species:S:1:pos:R:3 method="wB97M-V/def2-TZVPD" homo_ha=-0.3286 homo_lumo_gap_ha=0.3687 lumo_ha=0.04014 smiles=C1CN2[C@H]3[C@H]1OC[C@H]32
C 1.325 1.204 0.183
C 1.769 -0.467 -0.374
N 0.677 -1.407 0.188
C -0.009 -0.359 0.874
C -0.060 0.745 -0.045
O -1.448 1.199 0.232
C -1.964 -0.169 -0.331
C -1.064 -1.267 0.143
H 1.402 2.275 -0.358
H 1.940 1.347 0.986
H 2.619 -0.792 -0.072
H 1.627 -0.661 -1.484
H -0.113 0.074 2.007
H 0.026 0.499 -1.099
H -2.270 0.224 -1.278
H -3.018 -0.389 -0.017
H -1.439 -2.055 0.446



--- iii ---
17
Properties=species:S:1:pos:R:3 method="wB97M-V/def2-TZVPD" homo_ha=-0.3336 homo_lumo_gap_ha=0.3684 lumo_ha=0.03481 smiles=O[C@@H]1[C@H]2C[C@H]3CN3[C@@H]12
O -2.823 -0.417 -0.117
C -1.427 -0.410 0.304
C -0.623 0.869 -0.218
C 0.922 1.282 0.037
C 1.627 0.006 -0.293
C 1.326 -1.193 0.509
N 0.777 -1.039 -0.799
C -0.546 -0.514 -0.888
H -3.177 0.429 0.186
H -1.288 -0.825 1.397
H -1.367 1.653 -0.175
H 1.284 2.218 -0.489
H 0.891 1.402 1.109
H 2.609 0.173 -0.762
H 2.050 -1.961 0.695
H 0.706 -0.978 1.394
H -0.942 -0.697 -1.891



In terms of stability, i leads; the second structure lies 194.0 kJ/mol higher.



--- i ---
17
Properties=species:S:1:pos:R:3 method="wB97M-V/def2-TZVPD" homo_ha=-0.3231 homo_lumo_gap_ha=0.3605 lumo_ha=0.03739 smiles="C=CO/C=C/[C@@H]1CN1"
C 2.433 -1.094 2.607
C 1.475 -1.197 1.693
O 1.817 -1.202 0.348
C 0.765 -0.616 -0.518
C -0.011 0.312 -0.155
C -1.026 1.262 -0.926
C -2.576 1.234 -1.405
N -1.363 0.833 -2.202
H 2.292 -1.491 3.701
H 3.496 -0.928 2.448
H 0.243 -1.383 1.788
H 0.978 -0.894 -1.619
H 0.099 0.608 1.010
H -0.617 2.163 -1.402
H -3.369 0.537 -0.973
H -3.135 2.172 -1.676
H -1.502 -0.316 -2.718



--- ii ---
17
Properties=species:S:1:pos:R:3 method="wB97M-V/def2-TZVPD" homo_ha=-0.2970 homo_lumo_gap_ha=0.3111 lumo_ha=0.01407
C -0.460 0.234 -0.722
C 0.782 1.193 -1.032
C -0.349 2.006 -1.403
C 0.866 -1.802 1.074
C -0.941 0.066 0.596
C -0.428 -1.513 0.351
N -1.054 0.798 1.601
O -1.155 -2.380 -0.075
H -0.953 -0.267 -1.544
H -1.190 0.309 2.484
H 1.294 1.449 -0.114
H 1.395 0.783 -1.825
H -0.662 2.071 -2.435
H -0.757 2.716 -0.699
H 1.676 -1.827 0.341
H 0.810 -2.775 1.568
H 1.125 -1.061 1.833



In terms of stability, ii leads; the second structure lies 311.0 kJ/mol higher.



--- i ---
16
Properties=species:S:1:pos:R:3 method="wB97M-V/def2-TZVPD" homo_ha="-0.3206 / -0.3200" homo_lumo_gap_ha="0.3203 / 0.3208" lumo_ha="-0.00033 / 0.00081"
C 0.521 0.880 -1.524
C 1.528 0.393 0.622
C -1.082 -1.601 0.844
N 0.439 0.332 -0.215
O -2.635 0.471 -1.398
P -1.097 0.132 0.381
H 1.067 0.257 -2.304
H -0.481 0.778 -1.844
H 0.870 1.943 -1.567
H 2.193 -0.440 0.345
H 1.981 1.342 0.706
H 1.129 0.303 1.674
H -0.529 -2.060 0.068
H -0.455 -1.648 1.714
H -2.019 -1.979 1.129
H -1.430 0.900 1.368



--- ii ---
16
Properties=species:S:1:pos:R:3 method="wB97M-V/def2-TZVPD" homo_ha=-0.3558 homo_lumo_gap_ha=0.3841 lumo_ha=0.02823 smiles="CC[P@@](C)(N)=O"
C -1.310 -1.318 -1.114
C -0.921 0.080 -0.492
P 0.832 0.143 0.157
C 1.310 1.797 0.493
N 0.589 -0.581 1.597
O 1.847 -0.743 -0.702
H -2.303 -1.726 -0.848
H -1.361 -1.218 -2.237
H -0.498 -2.038 -0.897
H -1.668 0.416 0.233
H -1.158 0.923 -1.317
H 1.199 1.839 1.576
H 2.359 1.959 0.207
H 0.708 2.500 0.045
H 0.703 -1.540 1.405
H -0.328 -0.493 1.893



In terms of stability, ii leads; the second structure lies 598.5 kJ/mol higher.